33
Properties=species:S:1:pos:R:3:nbo_charge:R:1 method="wB97M-V/def2-TZVPD" gap_ev=4.44 e_homo_ev=-6.7
C -1.177 -2.212 1.676 -0.654
C -0.323 -0.970 1.388 0.157
F 0.970 -1.144 1.837 -0.339
C -0.297 -0.639 -0.098 0.176
C -0.872 0.537 -0.565 0.042
C -1.549 1.539 0.320 -0.470
C -0.609 2.350 1.240 0.095
O -0.791 1.980 2.603 -0.734
C 0.879 2.342 0.861 -0.263
N 1.616 2.866 2.046 -0.826
C -0.811 0.710 -1.932 -0.142
C -0.196 -0.301 -2.654 0.038
N 0.358 -1.376 -2.171 -0.061
N 0.287 -1.506 -0.899 0.316
F 0.826 -2.611 -0.407 -0.080
H -0.543 -3.071 1.881 0.258
H -1.766 -2.056 2.576 0.233
H -1.848 -2.435 0.849 0.224
H -0.735 -0.153 1.970 0.225
H -2.102 2.233 -0.308 0.239
H -2.262 1.000 0.944 0.256
H -0.927 3.392 1.167 0.185
H -0.771 2.799 3.103 0.497
H 1.275 1.348 0.640 0.176
H 1.081 3.060 0.068 0.209
H 2.559 3.093 1.745 0.363
H 1.754 2.062 2.652 0.362
H -1.241 1.577 -2.405 0.247
H -0.160 -0.209 -3.733 0.257
N 1.851 -3.563 -3.607 0.705
O 1.377 -2.934 -4.582 -0.574
O 3.031 -3.374 -3.256 -0.545
O 1.115 -4.333 -2.948 -0.572

17
Properties=species:S:1:pos:R:3:nbo_charge:R:1 method="wB97M-V/def2-TZVPD" de_lowest_ev=3.7395 gap_ev=11.01 e_homo_ev=-14.6 total_charge=+1
C 0.916 -0.505 1.343 -0.211
C 0.348 -0.982 0.066 0.482
C -0.400 -1.937 -0.715 -0.681
C 1.270 1.251 -0.752 -0.451
N 0.897 0.128 -0.018 -0.178
N -1.655 1.143 0.420 -1.083
H 0.371 0.124 2.012 0.225
H 1.885 -0.856 1.575 0.219
H -1.285 -2.118 -0.146 0.272
H 0.351 -2.726 -0.676 0.282
H -0.624 -1.489 -1.681 0.266
H 2.124 1.835 -0.386 0.258
H 1.526 0.915 -1.786 0.244
H 0.380 1.822 -0.869 0.264
H -2.263 0.241 0.561 0.356
H -2.194 1.622 -0.211 0.375
H -1.647 1.532 1.263 0.362

84
Properties=species:S:1:pos:R:3:mulliken_charge:R:1 method="wB97M-V/def2-TZVPD" de_lowest_ev=0.9778 gap_ev="5.15 / 7.24" e_homo_ev="-5.3 / -7.1" multiplicity=3
Ti 0.090 -0.680 -0.229 0.638
C -3.186 -1.861 -3.153 -1.132
C -2.351 -1.867 -2.023 -0.328
N -1.156 -1.326 -2.007 0.501
C -0.678 -0.758 -3.156 0.643
C -1.452 -0.679 -4.326 1.031
C -2.745 -1.248 -4.292 -0.824
C -0.901 -0.062 -5.477 -0.948
C 0.369 0.430 -5.428 -1.003
C 1.160 0.335 -4.262 -0.841
C 0.674 -0.265 -3.119 -0.651
N 1.317 -0.475 -1.911 1.863
C 2.543 -1.091 -1.851 -0.371
C 3.675 -0.901 -2.631 -0.891
C 4.835 -1.670 -2.425 -1.014
C 4.906 -2.635 -1.460 -0.879
C 3.779 -2.877 -0.641 0.717
C 3.726 -3.901 0.334 -0.898
C 2.567 -4.111 1.028 -0.990
C 1.465 -3.277 0.795 -0.382
N 1.485 -2.275 -0.076 0.815
C 2.623 -2.093 -0.823 0.937
H -4.161 -2.324 -3.099 0.463
H -2.690 -2.323 -1.100 0.717
H -3.366 -1.205 -5.179 0.441
H -1.498 0.012 -6.377 0.420
H 0.789 0.912 -6.302 0.383
H 2.146 0.773 -4.268 0.488
H 3.684 -0.151 -3.406 0.236
H 5.696 -1.485 -3.056 0.394
H 5.802 -3.226 -1.320 0.403
H 4.599 -4.521 0.502 0.415
H 2.483 -4.903 1.759 0.465
H 0.541 -3.423 1.336 0.528
N 0.027 1.587 -0.288 -0.385
C 1.371 2.149 -0.126 -0.925
C 2.268 1.214 0.711 -0.770
N 1.468 0.270 1.517 0.004
C 1.194 0.733 2.899 -0.454
C 0.684 2.156 3.069 -1.069
N -0.623 2.373 2.458 -0.309
H -0.518 1.871 0.531 0.256
H -0.447 1.976 -1.102 0.254
H 1.823 2.266 -1.111 0.442
H 1.319 3.142 0.330 0.490
H 2.883 0.616 0.040 0.351
H 2.951 1.797 1.339 0.567
H 2.016 -0.577 1.622 0.201
H 0.470 0.051 3.343 -0.027
H 2.115 0.661 3.490 0.354
H 0.681 2.338 4.151 0.575
H 1.395 2.865 2.637 0.408
H -1.294 1.708 2.831 0.003
H -0.964 3.300 2.680 0.227
F -1.104 -1.989 5.090 -0.225
C -0.996 -2.483 3.867 0.621
F -1.346 -3.762 3.873 -0.261
F 0.285 -2.394 3.495 -0.183
S -2.090 -1.549 2.658 0.339
O -1.257 -1.361 1.480 -0.348
O -3.239 -2.386 2.477 -0.680
N -2.314 -0.138 3.283 -0.233
S -3.286 0.190 4.513 1.001
O -2.750 1.333 5.181 -0.659
O -3.745 -0.949 5.242 -0.613
C -4.790 0.851 3.669 0.667
F -5.492 -0.130 3.086 -0.229
F -4.469 1.747 2.731 -0.229
F -5.573 1.440 4.568 -0.233
C -6.581 1.295 -0.382 -1.107
N -5.161 1.483 -0.552 0.264
C -4.543 2.531 -1.334 -0.565
C -3.082 2.069 -1.346 0.105
O -2.192 2.680 -1.901 -0.756
N -2.971 0.887 -0.653 0.208
C -4.202 0.574 -0.275 -0.138
N -4.515 -0.599 0.297 -0.085
H -7.077 2.252 -0.526 0.377
H -6.811 0.963 0.633 0.324
H -6.994 0.576 -1.094 0.312
H -4.632 3.515 -0.871 0.338
H -4.934 2.575 -2.353 0.361
H -3.760 -1.170 0.642 -0.290
H -5.379 -0.690 0.802 0.380

Please write out number 2 again, unchanged.
17
Properties=species:S:1:pos:R:3:nbo_charge:R:1 method="wB97M-V/def2-TZVPD" de_lowest_ev=3.7395 gap_ev=11.01 e_homo_ev=-14.6 total_charge=+1
C 0.916 -0.505 1.343 -0.211
C 0.348 -0.982 0.066 0.482
C -0.400 -1.937 -0.715 -0.681
C 1.270 1.251 -0.752 -0.451
N 0.897 0.128 -0.018 -0.178
N -1.655 1.143 0.420 -1.083
H 0.371 0.124 2.012 0.225
H 1.885 -0.856 1.575 0.219
H -1.285 -2.118 -0.146 0.272
H 0.351 -2.726 -0.676 0.282
H -0.624 -1.489 -1.681 0.266
H 2.124 1.835 -0.386 0.258
H 1.526 0.915 -1.786 0.244
H 0.380 1.822 -0.869 0.264
H -2.263 0.241 0.561 0.356
H -2.194 1.622 -0.211 0.375
H -1.647 1.532 1.263 0.362

Please write out number 2 again, unchanged.
17
Properties=species:S:1:pos:R:3:nbo_charge:R:1 method="wB97M-V/def2-TZVPD" de_lowest_ev=3.7395 gap_ev=11.01 e_homo_ev=-14.6 total_charge=+1
C 0.916 -0.505 1.343 -0.211
C 0.348 -0.982 0.066 0.482
C -0.400 -1.937 -0.715 -0.681
C 1.270 1.251 -0.752 -0.451
N 0.897 0.128 -0.018 -0.178
N -1.655 1.143 0.420 -1.083
H 0.371 0.124 2.012 0.225
H 1.885 -0.856 1.575 0.219
H -1.285 -2.118 -0.146 0.272
H 0.351 -2.726 -0.676 0.282
H -0.624 -1.489 -1.681 0.266
H 2.124 1.835 -0.386 0.258
H 1.526 0.915 -1.786 0.244
H 0.380 1.822 -0.869 0.264
H -2.263 0.241 0.561 0.356
H -2.194 1.622 -0.211 0.375
H -1.647 1.532 1.263 0.362